# 1
{
  "formula": "C3H5F2NO2S",
  "method": "ωB97M-V/def2-TZVPD",
  "symbols": ["C", "C", "C", "N", "F", "S", "O", "O", "F", "H", "H", "H", "H", "H"],
  "coordinates": [[-1.444, 1.746, 0.224], [-1.362, 0.481, -0.414], [-0.096, -0.121, -1.084], [1.141, 0.033, -0.273], [2.164, -0.364, -1.120], [1.203, -1.108, 1.027], [2.150, -2.216, 0.728], [-0.118, -1.659, 1.388], [1.816, -0.361, 2.363], [-1.525, 2.724, -0.304], [-1.496, 1.735, 1.346], [-2.308, -0.120, -0.476], [-0.202, -1.205, -1.357], [0.076, 0.436, -2.048]],
  "mulliken_charge": [-0.613, -0.199, -0.520, 0.063, -0.169, 1.117, -0.537, -0.498, -0.231, 0.274, 0.235, 0.322, 0.395, 0.361],
  "homo_energy_ev": -8.373,
  "relative_energy_ev": 5.9469,
  "smiles": "C=CCN(F)S(=O)(=O)F",
  "homo_lumo_gap_ha": 0.2674
}

# 2
{
  "formula": "C23H25N5",
  "method": "ωB97M-V/def2-TZVPD",
  "symbols": ["C", "C", "N", "C", "C", "N", "C", "C", "C", "N", "C", "C", "C", "N", "N", "C", "C", "C", "C", "C", "C", "C", "C", "C", "C", "C", "C", "C", "H", "H", "H", "H", "H", "H", "H", "H", "H", "H", "H", "H", "H", "H", "H", "H", "H", "H", "H", "H", "H", "H", "H", "H", "H"],
  "coordinates": [[-1.136, -1.784, 2.300], [-1.219, -0.438, 1.584], [-2.506, 0.207, 1.776], [-3.667, -0.490, 1.290], [-3.842, -0.692, -0.238], [-2.910, -1.621, -0.811], [-2.863, -2.954, -0.622], [-1.800, -3.428, -1.357], [-1.264, -2.287, -1.964], [-1.947, -1.208, -1.628], [-2.504, 1.648, 1.584], [-2.399, 2.139, 0.170], [-3.457, 2.676, -0.589], [-3.088, 2.928, -1.829], [-1.816, 2.554, -1.900], [-1.336, 2.081, -0.723], [0.047, 1.643, -0.596], [0.833, 2.039, 0.484], [2.143, 1.617, 0.587], [2.702, 0.784, -0.379], [4.092, 0.321, -0.259], [5.100, 1.193, 0.146], [6.408, 0.756, 0.252], [6.728, -0.560, -0.038], [5.733, -1.436, -0.438], [4.426, -1.000, -0.551], [1.915, 0.398, -1.462], [0.610, 0.829, -1.578], [-1.703, -2.553, 1.782], [-0.098, -2.104, 2.336], [-1.510, -1.690, 3.316], [-0.470, 0.226, 2.024], [-0.955, -0.566, 0.526], [-4.544, 0.066, 1.636], [-3.688, -1.473, 1.769], [-3.714, 0.252, -0.766], [-4.859, -1.061, -0.410], [-3.577, -3.463, -0.005], [-1.462, -4.440, -1.445], [-0.423, -2.214, -2.625], [-1.681, 2.046, 2.185], [-3.441, 2.029, 2.005], [-4.458, 2.885, -0.266], [-1.306, 2.651, -2.764], [0.415, 2.692, 1.236], [2.736, 1.919, 1.438], [4.859, 2.224, 0.357], [7.181, 1.444, 0.560], [7.750, -0.901, 0.047], [5.977, -2.465, -0.661], [3.651, -1.691, -0.847], [2.341, -0.231, -2.230], [0.001, 0.504, -2.407]],
  "mulliken_charge": [-1.748, 0.516, 0.378, -1.152, -0.668, 0.631, -0.224, -0.951, -0.150, -0.635, -1.758, 1.405, -0.933, -1.127, 0.505, -0.115, 0.526, -0.276, -0.894, 0.548, 0.341, -0.394, -0.603, -0.407, -0.610, -0.434, -1.079, -0.579, 0.261, 0.479, 0.367, 0.451, -0.368, 0.430, 0.508, 0.341, 0.328, 0.506, 0.413, 0.471, 0.372, 0.489, 0.531, 0.206, 0.528, 0.510, 0.461, 0.377, 0.372, 0.376, 0.487, 0.538, 0.453],
  "homo_energy_ev": -7.993,
  "relative_energy_ev": 1.1362,
  "smiles": "CCN(CCn1cccn1)Cc1cn[nH]c1-c1ccc(-c2ccccc2)cc1",
  "homo_lumo_gap_ha": 0.3171
}

# 3
{
  "formula": "C12H13Cl2N3O2S",
  "method": "ωB97M-V/def2-TZVPD",
  "symbols": ["C", "C", "C", "N", "C", "S", "N", "N", "C", "O", "C", "O", "C", "C", "C", "C", "Cl", "C", "C", "Cl", "H", "H", "H", "H", "H", "H", "H", "H", "H", "H", "H", "H", "H"],
  "coordinates": [[4.373, 1.770, -1.618], [5.020, 1.071, -0.705], [4.435, -0.035, 0.122], [3.004, -0.140, 0.012], [2.374, -1.164, -0.576], [3.121, -2.498, -1.186], [1.010, -1.067, -0.735], [0.242, -0.140, -0.040], [-0.010, -0.230, 1.293], [0.490, -1.049, 2.023], [-0.963, 0.867, 1.783], [-1.876, 1.297, 0.802], [-2.891, 0.455, 0.447], [-3.055, -0.845, 0.908], [-4.124, -1.616, 0.482], [-5.037, -1.092, -0.417], [-6.370, -2.046, -0.948], [-4.889, 0.200, -0.902], [-3.821, 0.962, -0.470], [-3.610, 2.566, -1.064], [4.858, 2.545, -2.185], [3.337, 1.589, -1.853], [6.065, 1.261, -0.503], [4.852, -0.995, -0.206], [4.707, 0.110, 1.175], [2.462, 0.650, 0.329], [0.567, -1.957, -0.942], [-0.251, 0.548, -0.598], [-1.466, 0.519, 2.692], [-0.371, 1.753, 2.035], [-2.350, -1.276, 1.601], [-4.240, -2.622, 0.849], [-5.595, 0.609, -1.605]],
  "mulliken_charge": [-0.766, -0.028, -0.742, -0.074, 0.382, -0.477, -0.390, -0.004, 0.674, -0.630, -0.625, -0.525, 0.508, -0.338, -0.939, 0.362, -0.208, -0.598, 0.459, -0.197, 0.260, 0.224, 0.328, 0.305, 0.322, 0.270, 0.272, 0.210, 0.344, 0.364, 0.400, 0.417, 0.440],
  "homo_energy_ev": -8.388,
  "relative_energy_ev": 0.0000,
  "smiles": "C=CCNC(=S)NNC(=O)COc1ccc(Cl)cc1Cl",
  "homo_lumo_gap_ha": 0.3203
}

Number 1: LUMO energy -1.10 eV. Number 2: LUMO energy 0.63 eV. Number 3: LUMO energy 0.33 eV.